ORCA calculation (the ωB97M-V functional and the def2-TZVPD basis) on C31H24ClN6O4Zr as an isolated structure in a non-equilibrium geometry.

CARTESIAN COORDINATES (ANGSTROEM)
Zr (-0.004040, 0.113268, 0.031849)
O (-1.965820, 3.367307, -1.617481)
C (-1.515088, 2.268496, -1.322326)
N (-0.345536, 2.004149, -0.745057)
C (0.527913, 3.095166, -0.392630)
C (1.926107, 2.559792, -0.212379)
C (3.037000, 3.397860, -0.286706)
C (4.299768, 2.858360, -0.122803)
C (4.414567, 1.497903, 0.130787)
C (3.262885, 0.733746, 0.191329)
N (2.042332, 1.244487, 0.011643)
C (-2.257922, 0.992798, -1.706378)
C (-3.399968, 1.091757, -2.496723)
C (-4.015992, -0.068069, -2.934242)
C (-3.500380, -1.292326, -2.524313)
C (-2.374648, -1.305150, -1.713965)
N (-1.751650, -0.191518, -1.327853)
H (0.503366, 3.880214, -1.163914)
H (0.203990, 3.574635, 0.550790)
H (2.906378, 4.453822, -0.471459)
H (5.175347, 3.483496, -0.194935)
H (5.378918, 1.041663, 0.277080)
H (3.323172, -0.334711, 0.367001)
H (-3.751246, 2.078826, -2.758741)
H (-4.878113, -0.021232, -3.582086)
H (-3.954293, -2.218653, -2.837496)
H (-1.933131, -2.240884, -1.376094)
O (2.334303, -3.145624, -1.426454)
C (1.735660, -2.082581, -1.296186)
N (1.207127, -1.591946, -0.172409)
C (1.313462, -2.458445, 0.981448)
C (-0.013026, -2.553373, 1.675892)
C (-0.208209, -3.458189, 2.717049)
C (-1.434143, -3.492687, 3.352274)
C (-2.436267, -2.637126, 2.906302)
C (-2.168421, -1.789358, 1.846541)
N (-0.977175, -1.736658, 1.238971)
C (1.525214, -1.168521, -2.477048)
C (2.016463, -1.553879, -3.720018)
C (1.759008, -0.751948, -4.816390)
C (1.065167, 0.432873, -4.609889)
C (0.646572, 0.757097, -3.328440)
N (0.843324, -0.034268, -2.273604)
H (2.056576, -2.070863, 1.698648)
H (1.649530, -3.458431, 0.657990)
H (0.598587, -4.111841, 3.013779)
H (-1.611482, -4.171017, 4.172777)
H (-3.410648, -2.636055, 3.367849)
H (-2.931564, -1.117427, 1.462730)
H (2.580617, -2.473172, -3.776875)
H (2.097092, -1.039728, -5.800624)
H (0.840299, 1.094553, -5.428328)
H (0.128253, 1.690523, -3.138628)
Cl (-2.562578, 3.910312, 7.141534)
C (-2.079809, 3.067744, 5.725626)
C (-0.736020, 2.761081, 5.534280)
C (-0.343032, 2.122030, 4.377126)
C (-1.287619, 1.777782, 3.409452)
C (-2.635224, 2.082961, 3.614230)
C (-3.033075, 2.717338, 4.773841)
C (-0.858322, 1.100941, 2.170805)
O (0.344055, 0.694976, 2.024856)
O (-1.673360, 0.883480, 1.233039)
H (-0.010412, 3.032188, 6.284460)
H (0.695929, 1.888887, 4.191170)
H (-3.351030, 1.823035, 2.847124)
H (-4.072538, 2.953027, 4.941397)

Atoms 1-3, force components in eV/Å:
Zr 0.824 -1.137 -0.491
O 0.011 -0.328 0.046
C -0.502 0.370 -0.361

**Net charge**: +1
**LUMO energy**: -2.86 eV
**HOMO level**: -11.563 eV
**Relative energy (zero: lowest compared OMol25 entry of this formula, charge and spin)**: 7.82 kcal/mol
**Gap between HOMO and LUMO**: 8.7 eV

The computed natural (NBO) charges, all in e, follow: Zr 2.3460; O -0.6107; C 0.6423; N -0.8086; C -0.2643; C 0.2602; C -0.2334; C -0.1230; C -0.2472; C 0.0809; N -0.5328; C 0.1630; C -0.1994; C -0.1250; C -0.2358; C 0.0753; N -0.5567; H 0.2415; H 0.2247; H 0.2368; H 0.2353; H 0.2396; H 0.2183; H 0.2652; H 0.2381; H 0.2418; H 0.2233; O -0.6108; C 0.6420; N -0.8251; C -0.2857; C 0.2624; C -0.2376; C -0.1175; C -0.2557; C 0.0778; N -0.5517; C 0.1295; C -0.1966; C -0.1402; C -0.2227; C 0.0549; N -0.4880; H 0.2184; H 0.2653; H 0.2368; H 0.2357; H 0.2387; H 0.2244; H 0.2610; H 0.2360; H 0.2368; H 0.2191; Cl 0.0523; C -0.0047; C -0.2393; C -0.1483; C -0.1406; C -0.1464; C -0.2386; C 0.7801; O -0.7486; O -0.7165; H 0.2387; H 0.2349; H 0.2349; H 0.2392